DFT (the ωB97M-V functional and the def2-TZVPD basis) results for 3 unconnected molecules or ions with the total composition C3H12N2O2.

## Properties
HOMO-LUMO gap (spin up / spin down)   0.10546 / 0.34776 Eh
E_LUMO (spin up / spin down)   3.94 / 3.72 eV
Total energy   -381.41460 Ha
Energy above the lowest of the compared OMol25 structures with the same formula, charge and spin   1.036 eV
E_HOMO (spin up / spin down)   1.071 / -5.739 eV

Structure (ORCA input):
```
! wB97M-V def2-TZVPD RIJCOSX def2/J DEFGRID3
* xyz -1 2
C -1.061 1.773 1.890
C -1.102 0.222 1.713
N -0.878 -0.274 0.354
C -0.164 -1.488 0.482
N 0.918 -1.552 1.165
H -0.199 2.035 1.272
H -0.931 1.990 2.945
H -2.024 2.228 1.605
H -0.266 -0.108 2.310
H -1.947 -0.299 2.205
H -1.689 -0.272 -0.245
H -0.336 -2.298 -0.204
H 1.518 -2.335 0.919
H 1.859 1.149 -1.058
H 2.406 -0.177 -1.768
O 1.748 0.549 -1.819
H 0.812 -0.103 -3.182
H 0.676 -0.266 -4.699
O 0.658 -0.775 -3.885
*
```

Results of the natural (NBO) charge analysis, in e, for atoms 1 through 6:
1 C -0.688
2 C -0.260
3 N -0.623
4 C 0.186
5 N -0.758
6 H 0.217

***

DFT (the ωB97M-V functional and the def2-TZVPD basis) results for C24H26FNO2 in the gas phase.

## Properties
SMILES string   COc1ccc(CNCC[C@@H](c2ccc(F)cc2)c2ccc(OC)cc2)cc1
HOMO-LUMO gap   0.32791 Eh
E_LUMO   0.81 eV
Total energy   -1235.21909 Ha
Energy above the lowest of the compared OMol25 structures with the same formula, charge and spin   0.000 eV
E_HOMO   -8.111 eV

Structure (ORCA input):
```
! wB97M-V def2-TZVPD RIJCOSX def2/J DEFGRID3
* xyz 0 1
C -3.081 3.650 4.398
H -3.699 4.523 4.604
O -1.835 4.155 3.981
C -0.893 3.268 3.554
C 0.264 3.823 3.003
C 1.264 3.010 2.520
C 1.149 1.623 2.570
C 0.011 1.080 3.139
C -1.004 1.886 3.629
H -1.880 1.422 4.053
H -0.106 0.009 3.177
C 2.249 0.773 1.987
N 1.909 -0.635 1.948
H 1.903 -1.002 2.893
C 2.778 -1.437 1.109
C 2.401 -1.340 -0.372
H 2.531 -0.320 -0.730
H 3.089 -1.973 -0.937
C 0.960 -1.813 -0.638
C -0.082 -0.846 -0.137
C -1.161 -1.329 0.593
C -2.165 -0.489 1.038
C -2.079 0.858 0.744
C -1.027 1.374 0.014
C -0.038 0.514 -0.426
H 0.777 0.920 -1.005
H -0.987 2.431 -0.196
F -3.053 1.690 1.183
H -3.001 -0.864 1.607
H -1.220 -2.384 0.821
C 0.795 -2.140 -2.111
C 0.112 -1.334 -3.006
C 0.011 -1.667 -4.348
C 0.600 -2.830 -4.825
C 1.283 -3.654 -3.929
C 1.372 -3.311 -2.599
H 1.899 -3.967 -1.920
H 1.730 -4.561 -4.304
O 0.568 -3.255 -6.120
C -0.115 -2.470 -7.066
H -0.014 -2.996 -8.014
H -1.178 -2.374 -6.818
H 0.328 -1.473 -7.157
H -0.533 -1.008 -5.006
H -0.367 -0.429 -2.664
H 0.828 -2.753 -0.088
H 2.674 -2.480 1.423
H 3.841 -1.159 1.222
H 3.186 0.961 2.548
H 2.426 1.106 0.961
H 2.148 3.455 2.085
H 0.345 4.897 2.956
H -2.988 3.052 5.311
H -3.549 3.050 3.612
*
```

Results of the natural (NBO) charge analysis, in e, for atoms 1 through 6:
1 C -0.253
2 H 0.198
3 O -0.496
4 C 0.302
5 C -0.256
6 C -0.187

***

DFT (the ωB97M-V functional and the def2-TZVPD basis) results for C5H9NS2 in the gas phase.

## Properties
SMILES string   C/C=C(/C)C(=S)NS
HOMO-LUMO gap   0.32370 Eh
E_LUMO   0.31 eV
Total energy   -1046.97892 Ha
Energy above the lowest of the compared OMol25 structures with the same formula, charge and spin   1.888 eV
E_HOMO   -8.501 eV

Structure (ORCA input):
```
! wB97M-V def2-TZVPD RIJCOSX def2/J DEFGRID3
* xyz 0 1
C 1.136 1.652 -1.446
C 0.635 1.855 -0.077
C -0.172 0.911 0.526
C -0.941 1.087 1.787
C -0.619 -0.304 -0.175
H 1.028 0.631 -1.822
H 0.416 2.299 -2.127
H 2.180 2.014 -1.452
H 1.029 2.708 0.417
H -0.843 0.200 2.509
H -0.668 2.097 2.175
H -1.999 1.210 1.441
H -0.136 -2.044 -0.831
H 2.805 -0.785 -0.404
N 0.311 -1.241 -0.410
S -2.196 -0.674 -0.551
S 1.807 -1.253 0.506
*
```

Results of the natural (NBO) charge analysis, in e, for atoms 1 through 6:
1 C -0.660
2 C -0.139
3 C -0.100
4 C -0.639
5 C 0.113
6 H 0.223

***

DFT (the ωB97M-V functional and the def2-TZVPD basis) results for a molecular structure, C31H32N2PtSi.

## Properties
HOMO-LUMO gap (spin up / spin down)   0.22404 / 0.14188 Eh
E_LUMO (spin up / spin down)   -5.93 / -10.23 eV
Total energy   -1717.99815 Ha
Energy above the lowest of the compared OMol25 structures with the same formula, charge and spin   2.040 eV
E_HOMO (spin up / spin down)   -12.030 / -14.087 eV

Structure (ORCA input):
```
! wB97M-V def2-TZVPD RIJCOSX def2/J DEFGRID3
* xyz 2 5
C 1.999 -0.784 -2.414
C 1.344 0.394 -3.336
H 3.060 -0.508 -2.337
H 1.842 -1.739 -2.923
H 1.774 -0.993 -1.323
H 0.817 1.291 -2.909
H 2.245 0.929 -3.655
H 0.796 -0.032 -4.182
C 2.785 1.359 0.051
C 3.351 2.139 1.050
C 2.782 3.372 1.382
C 1.641 3.778 0.696
H 3.228 0.412 -0.264
H 4.219 1.753 1.574
H 3.202 3.994 2.169
H 1.158 4.736 0.878
N 1.611 1.704 -0.515
C 1.052 2.927 -0.246
C -0.196 3.199 -0.941
N -0.677 2.162 -1.683
C -1.756 2.314 -2.470
C -2.083 4.548 -1.616
C -2.490 3.497 -2.447
H -2.030 1.463 -3.088
H -3.376 3.578 -3.073
C -0.918 4.395 -0.872
H -0.533 5.174 -0.228
H -2.651 5.476 -1.562
Pt 0.367 0.250 -1.473
C -1.183 -0.817 -2.363
H -1.276 -0.486 -3.405
H -2.123 -0.627 -1.831
H -0.973 -1.895 -2.334
C -4.642 -0.721 1.913
C -4.107 0.312 1.136
C -2.802 0.213 0.639
C -2.032 -0.929 0.910
C -2.564 -1.954 1.704
C -3.869 -1.852 2.197
Si -0.241 -1.061 0.385
C 0.684 -0.494 1.920
C 0.335 0.743 2.481
C 0.987 1.215 3.621
C 1.991 0.445 4.219
C 2.335 -0.794 3.672
C 1.670 -1.272 2.538
C 0.207 -2.839 -0.063
C 1.547 -3.249 -0.172
C 1.869 -4.520 -0.661
C 0.854 -5.401 -1.047
C -0.482 -5.002 -0.951
C -0.804 -3.727 -0.467
H -5.660 -0.641 2.300
H -4.694 1.206 0.914
H -2.394 1.035 0.042
H -1.958 -2.830 1.946
H -4.272 -2.660 2.807
H -0.462 1.343 2.038
H 0.710 2.185 4.037
H 2.501 0.815 5.111
H 3.120 -1.400 4.130
H 1.918 -2.256 2.139
H 2.360 -2.573 0.109
H 2.918 -4.811 -0.749
H 1.105 -6.390 -1.434
H -1.284 -5.674 -1.259
H -1.853 -3.422 -0.419
*
```

Results of the natural (NBO) charge analysis, in e, for atoms 1 through 6:
1 C -0.660
2 C -0.704
3 H 0.257
4 H 0.285
5 H 0.257
6 H 0.276

***

DFT (the ωB97M-V functional and the def2-TZVPD basis) results for a molecular structure, C29H37GeO5RuS2.

## Properties
HOMO-LUMO gap (spin up / spin down)   0.26011 / 0.25285 Eh
E_LUMO (spin up / spin down)   0.44 / 0.45 eV
Total energy   -4471.46076 Ha
Energy above the lowest of the compared OMol25 structures with the same formula, charge and spin   0.824 eV
E_HOMO (spin up / spin down)   -6.635 / -6.435 eV

Structure (ORCA input):
```
! wB97M-V def2-TZVPD RIJCOSX def2/J DEFGRID3
* xyz 0 2
Ru -0.117 -0.523 0.207
C 2.747 -1.215 -6.366
O 2.083 -2.428 -6.068
C 1.422 -2.501 -4.885
C 0.770 -3.733 -4.648
C 0.074 -3.890 -3.487
C -0.043 -2.862 -2.520
C -0.892 -3.022 -1.371
C -1.255 -4.385 -0.840
O -1.362 -2.058 -0.731
C 0.655 -1.627 -2.743
O 0.700 -0.674 -1.893
C 1.374 -1.484 -3.967
H 3.197 -1.347 -7.346
H 3.528 -1.000 -5.633
H 2.042 -0.380 -6.394
H 0.830 -4.513 -5.394
H -0.442 -4.826 -3.329
H -1.224 -5.183 -1.576
H -2.237 -4.342 -0.375
H -0.523 -4.623 -0.062
H 1.884 -0.543 -4.115
O 1.098 1.482 -0.286
S 1.013 2.237 -1.585
C 0.702 3.964 -1.088
C -0.198 4.044 0.141
C 0.603 4.001 1.440
C -0.270 3.815 2.674
S -0.645 2.073 3.044
O -0.902 1.389 1.733
C 0.973 1.614 3.660
C 1.936 1.017 2.865
C 3.155 0.672 3.436
C 3.402 0.929 4.777
C 2.426 1.528 5.564
C 1.203 1.863 5.007
C -0.579 1.982 -2.369
C -0.681 2.411 -3.686
C -1.881 2.260 -4.361
C -2.965 1.667 -3.725
C -2.843 1.226 -2.415
C -1.647 1.384 -1.729
H 0.257 4.434 -1.966
H 1.677 4.423 -0.912
H -0.922 3.229 0.117
H -0.768 4.977 0.108
H 1.157 4.939 1.544
H 1.343 3.204 1.395
H -1.231 4.324 2.579
H 0.215 4.172 3.585
H 1.741 0.811 1.823
H 3.909 0.195 2.824
H 4.352 0.651 5.214
H 2.610 1.714 6.614
H 0.421 2.296 5.622
H 0.178 2.846 -4.187
H -1.965 2.588 -5.389
H -3.897 1.533 -4.257
H -3.674 0.738 -1.922
H -1.554 0.996 -0.713
C -0.738 -1.386 4.771
Ge -1.200 -1.966 2.954
C -2.985 -1.298 2.525
C -1.310 -3.922 3.005
C 0.170 -1.506 1.631
H -1.324 -1.971 5.483
H -0.974 -0.334 4.922
H 0.321 -1.533 4.991
H -3.696 -1.687 3.258
H -3.287 -1.635 1.533
H -3.021 -0.209 2.539
H -1.932 -4.223 3.849
H -0.324 -4.373 3.127
H -1.756 -4.310 2.089
H 1.095 -2.115 1.683
*
```

Results of the Löwdin charge analysis, in e, for atoms 1 through 6:
1 Ru 1.039
2 C -0.087
3 O -0.077
4 C -0.286
5 C -0.024
6 C -0.037

***

> Look up the total energy of the fifth one.

-4471.46076 Ha